## w
ORCA calculation (the ωB97M-V functional and the def2-TZVPD basis) on a cluster of 10 separate species, C17H54N4O10 in total.

Output
LUMO level = 0.0008 Eh
E_HOMO = -9.17 eV
net charge = 0

Last column: Mulliken charge in e.
CARTESIAN COORDINATES (ANGSTROEM)
N 9.76 -4.97 -18.49  0.376
C 8.46 -4.91 -18.24  -0.078
N 8.10 -3.88 -17.53  -0.224
O 7.53 -5.84 -18.80  -0.579
H 10.02 -5.77 -19.12  -0.423
H 10.49 -4.29 -18.32  0.303
H 7.19 -4.03 -17.09  0.326
H 8.76 -3.39 -16.88  0.231
N 13.38 -7.88 -16.59  -0.261
C 13.83 -7.39 -17.71  0.459
N 13.25 -6.17 -17.92  0.019
O 14.82 -7.96 -18.54  -0.695
H 13.81 -8.80 -16.27  0.323
H 12.55 -7.63 -16.10  0.185
H 13.53 -5.50 -18.70  -0.025
H 12.36 -5.84 -17.34  0.131
C 14.83 -5.20 -20.68  -1.508
C 14.23 -3.85 -20.33  -0.083
O 13.14 -3.94 -19.53  -0.605
H 14.12 -5.79 -21.19  0.300
H 15.23 -5.85 -19.92  0.445
H 15.74 -4.90 -21.24  0.375
H 13.97 -3.41 -21.26  0.344
H 14.95 -3.19 -19.82  0.293
H 12.44 -3.39 -19.96  0.326
C 8.16 -2.22 -22.15  -0.961
C 7.85 -2.52 -20.67  0.000
O 9.07 -2.33 -20.01  -0.533
H 9.11 -2.66 -22.40  0.105
H 8.40 -1.23 -22.41  0.391
H 7.39 -2.51 -22.85  0.141
H 7.55 -3.54 -20.56  0.180
H 7.10 -1.81 -20.38  0.346
H 9.04 -2.92 -19.25  0.255
C 11.71 -10.48 -20.67  -0.880
C 12.78 -10.23 -19.60  0.395
O 13.05 -11.51 -19.15  -0.563
H 12.07 -11.41 -21.26  0.369
H 11.49 -9.65 -21.31  0.063
H 10.76 -10.72 -20.24  0.257
H 12.37 -9.67 -18.74  -0.033
H 13.66 -9.80 -20.01  0.330
H 12.94 -11.49 -18.21  0.335
C 11.20 -0.19 -21.79  -1.233
C 12.23 -1.32 -21.69  -0.201
O 11.51 -2.45 -21.22  -0.433
H 10.46 -0.22 -22.56  0.263
H 11.76 0.73 -22.07  0.391
H 10.65 -0.06 -20.88  0.405
H 13.06 -1.15 -21.03  0.323
H 12.66 -1.49 -22.69  0.356
H 10.75 -2.09 -20.70  0.223
C 6.65 -9.19 -22.60  -1.346
C 7.00 -8.65 -21.16  1.144
O 5.97 -7.75 -20.73  -0.609
H 6.54 -8.57 -23.53  0.252
H 5.78 -9.90 -22.55  0.368
H 7.39 -9.94 -22.84  0.408
H 7.81 -8.00 -21.20  -0.867
H 7.11 -9.55 -20.54  0.288
H 6.33 -7.16 -20.08  0.392
C 9.56 -5.72 -22.14  -0.017
C 10.53 -6.92 -22.09  -0.406
O 11.27 -6.71 -20.92  0.102
H 10.05 -4.73 -21.89  -0.323
H 8.79 -5.78 -21.46  -0.083
H 9.10 -5.61 -23.16  0.413
H 11.22 -7.04 -22.90  0.495
H 9.93 -7.85 -21.96  -0.048
H 11.96 -6.14 -21.09  -0.147
C 5.85 -5.02 -24.05  -0.318
C 4.29 -5.00 -24.51  -0.427
O 3.45 -4.66 -23.42  -0.520
H 6.47 -5.25 -24.91  0.403
H 6.15 -5.66 -23.24  0.074
H 6.18 -4.04 -23.69  -0.084
H 3.95 -5.95 -24.92  0.318
H 4.12 -4.31 -25.28  0.341
H 2.58 -4.62 -23.71  0.285
C 9.50 -8.61 -18.83  -0.517
O 10.58 -7.78 -18.43  -0.371
H 9.70 -9.58 -18.45  0.543
H 9.62 -8.75 -19.89  -0.138
H 8.59 -8.19 -18.43  0.339
H 11.39 -8.17 -18.86  -0.186



## x
ORCA calculation (the ωB97M-V functional and the def2-TZVPD basis) on a cluster of 9 separate species, C17H54N4O10 in total.

Output
LUMO level = 0.0111 Eh
E_HOMO = -8.48 eV
net charge = 0

Last column: Mulliken charge in e.
CARTESIAN COORDINATES (ANGSTROEM)
N 1.36 0.48 1.64  -0.108
H 1.34 -0.64 1.77  0.320
H 2.32 0.98 1.37  0.034
H 1.19 0.91 2.52  0.331
H 0.49 0.65 0.96  0.151
C 4.42 -0.10 0.12  0.467
O 4.61 0.28 1.22  -0.652
O 5.40 -0.07 -0.71  -0.482
O 3.26 -0.23 -0.47  -0.390
H 6.26 0.09 -0.28  0.312
C -3.50 0.25 -1.17  -1.222
C -2.89 -1.09 -0.94  0.644
C -2.87 -2.00 -2.24  -1.189
O -4.25 -2.15 -2.54  -0.393
C -4.39 -2.80 -3.93  -0.879
N -1.48 -0.90 -0.50  0.048
H -4.56 0.22 -1.47  0.441
H -3.12 0.91 -1.98  0.184
H -3.50 1.02 -0.28  0.142
H -3.57 -1.60 -0.29  0.108
H -2.69 -3.05 -2.14  0.440
H -2.21 -1.75 -2.94  0.761
H -5.41 -2.64 -4.24  0.289
H -4.14 -3.75 -3.85  0.386
H -3.92 -2.19 -4.74  0.297
H -1.18 -0.27 -1.24  -0.195
H -1.02 -1.88 -0.41  0.122
C -0.02 1.63 -3.87  -1.708
C 0.56 0.33 -3.26  -0.437
C 1.99 0.01 -3.75  -1.273
O 1.76 -0.47 -5.04  -0.340
C 2.87 -0.77 -5.85  -0.748
N 0.64 0.64 -1.80  -0.010
H -0.19 1.41 -4.79  0.717
H 0.66 2.58 -3.76  0.217
H -1.00 2.01 -3.36  0.234
H 0.05 -0.38 -3.49  1.301
H 2.52 -0.64 -3.37  1.361
H 2.69 1.00 -3.66  0.012
H 3.56 0.12 -5.87  0.270
H 2.76 -1.02 -6.84  0.334
H 3.44 -1.67 -5.27  0.217
H 1.18 1.55 -1.80  -0.027
H 1.28 -0.05 -1.24  -0.305
C -2.57 0.77 3.05  -1.256
C -2.13 -0.76 3.39  -0.078
C -3.34 -1.58 3.28  0.122
O -4.35 -1.13 4.22  -0.327
C -5.60 -1.89 4.16  -0.766
N -1.17 -1.08 2.36  -0.193
H -3.08 0.74 2.08  0.127
H -1.83 1.41 3.10  0.448
H -3.42 1.04 3.75  0.375
H -1.53 -0.72 4.35  0.338
H -2.93 -2.61 3.58  0.269
H -3.81 -1.61 2.25  -0.123
H -6.12 -1.78 3.17  0.292
H -6.19 -1.34 4.85  0.280
H -5.62 -2.88 4.52  0.314
H -1.34 -0.86 1.49  0.251
H -0.98 -2.02 2.51  0.200
C 2.09 -3.37 -0.20  -0.855
O 1.45 -2.16 -0.38  -0.099
H 3.15 -3.10 -0.05  0.294
H 2.04 -4.06 -1.05  0.206
H 1.76 -3.77 0.73  0.275
H 2.16 -1.49 -0.65  0.173
C 1.79 4.34 2.61  -0.431
O 0.57 3.80 2.24  -0.410
H 1.54 5.20 3.37  0.290
H 2.29 4.86 1.79  0.252
H 2.45 3.70 3.10  0.080
H -0.15 4.39 2.08  0.253
C 3.31 0.75 4.59  -0.158
O 2.58 -0.46 4.31  -0.473
H 2.93 1.74 4.02  -0.194
H 4.22 0.35 4.16  0.263
H 3.43 0.91 5.70  0.264
H 3.13 -1.15 4.51  0.282
C 2.71 3.47 -0.73  -0.847
O 1.41 3.05 -0.34  -0.474
H 3.62 2.96 -0.38  0.233
H 2.77 4.65 -0.51  0.293
H 2.99 3.27 -1.70  0.429
H 1.05 3.48 0.45  0.302



The structure with the most favorable energy is w; the runner-up is 6.504 eV above it.